1.
ORCA calculation (wB97M-V/def2-TZVPD) on a cluster of 6 separate species, H13NO5 in total.

```
19
Properties=species:S:1:pos:R:3:nbo_charge:R:1
N 0.61717 0.14463 -1.36998 -1.090
H -0.17023 -0.25454 -1.86909 0.404
H 0.74710 1.02749 -1.80693 0.354
H 1.33923 -0.48499 -1.70472 0.373
O -2.20398 -0.53701 -2.19782 -0.976
H -2.61199 0.40617 -2.21971 0.501
H -2.54927 -0.97815 -1.41146 0.480
O 0.93799 0.75583 1.31517 -1.028
H 1.18203 1.60583 1.64775 0.469
H 0.99379 0.59934 0.31794 0.509
O -2.62650 2.67033 -1.60528 -0.977
H -1.73392 2.98359 -1.23821 0.495
H -2.94829 3.15812 -2.37170 0.486
O 2.32010 -2.16773 0.80840 -0.977
H 2.96603 -2.11172 1.52794 0.478
H 1.51116 -1.62043 0.93789 0.497
O 0.69629 -2.02804 3.51107 -0.938
H 0.31633 -1.14259 3.45387 0.477
H 1.21696 -2.02613 4.27487 0.461
```

Net charge: 0
Gap between HOMO and LUMO: 10.672 eV
2S+1: 1
SMILES: N.O.O.O.O.O

=====

2.
ORCA calculation (wB97M-V/def2-TZVPD) on a cluster of 7 separate species, H13S7 in total.

```
20
Properties=species:S:1:pos:R:3:nbo_charge:R:1
S 0.08009 -0.45017 2.47054 -1.021
H -0.34068 -0.65621 3.73740 0.101
S 3.41053 -0.63397 0.61160 -0.373
H 2.90427 0.55970 0.93280 0.152
H 2.46396 -1.38909 1.20071 0.193
S 1.49903 3.63451 2.02932 -0.357
H 1.24941 2.70371 1.07065 0.167
H 1.69442 2.67212 2.93871 0.167
S -1.92501 -2.46070 0.01497 -0.375
H -1.92057 -1.59482 1.06309 0.204
H -3.16648 -2.19858 -0.45011 0.121
S -2.13226 2.03250 0.78091 -0.412
H -2.92836 1.78598 1.80790 0.119
H -1.00313 1.45384 1.33105 0.204
S 0.97557 -2.78605 -2.76550 -0.375
H 0.63336 -3.41549 -1.59977 0.140
H 0.86384 -1.66592 -2.08970 0.154
S -0.74791 0.98366 -4.92682 -0.989
H -1.78787 0.55848 -4.19364 0.096
H 0.17780 0.86650 -3.96411 0.084
```

Net charge: -2
Gap between HOMO and LUMO (spin up / spin down): 1.698 / 6.597 eV
2S+1: 2
⟨S²⟩: 0.7512

=====

3.
ORCA calculation (wB97M-V/def2-TZVPD) on a structure of composition H14LiO7.

```
22
Properties=species:S:1:pos:R:3:nbo_charge:R:1
Li -0.40244 -0.31350 -0.14500 0.863
O 0.18619 -1.93062 0.40328 -0.999
H -0.10680 -2.51444 1.14107 0.514
H 0.97087 -2.30782 -0.09515 0.515
O 0.39597 -0.71933 -2.15669 -0.961
H 0.96725 0.05039 -2.56198 0.496
H 0.77754 -1.48355 -2.57849 0.484
O 0.92058 0.85468 2.99954 -0.896
H 0.09468 0.53408 2.90139 0.419
H 1.20391 0.44535 2.23552 0.467
O 1.80485 0.13624 0.51966 -0.958
H 2.70426 -0.23364 0.43441 0.494
H 1.99706 1.01456 0.07879 0.488
O -2.07324 -0.37118 -1.73942 -0.946
H -2.88060 -0.20154 -1.43572 0.471
H -1.88743 -1.35498 -1.93334 0.497
O -0.35301 1.71642 -0.79389 -0.951
H 0.00209 2.25015 -1.45142 0.483
H -0.16839 2.26744 0.00420 0.488
O -1.10977 0.61393 1.20504 -0.942
H -1.78184 1.22888 0.97237 0.507
H -1.26173 0.31846 1.99582 0.467
```

Net charge: +1
Gap between HOMO and LUMO: 10.790 eV
2S+1: 1

=====

4.
ORCA calculation (wB97M-V/def2-TZVPD) on a cluster of 6 separate species, H14NO5 in total.

```
20
Properties=species:S:1:pos:R:3:nbo_charge:R:1
N -0.46525 -0.85740 0.03035 -0.884
H -0.06125 -1.30340 0.88835 0.463
H -0.33625 -1.48140 -0.81865 0.480
H -0.07925 0.03560 -0.17165 0.463
H -1.36925 -0.51040 0.17835 0.454
O 2.75175 0.49860 1.07935 -0.953
H 2.30375 -0.31540 1.33335 0.474
H 3.06975 0.58460 0.16535 0.482
O -0.61025 -2.00240 -3.03765 -0.992
H -0.87825 -1.25440 -3.74065 0.512
H -1.31525 -2.65940 -2.92665 0.491
O 0.89075 1.69360 -2.02865 -0.954
H 1.74875 1.29560 -1.80665 0.466
H 0.98775 2.00060 -2.93365 0.490
O -1.93325 1.86260 0.46435 -0.949
H -2.18625 1.64560 1.47535 0.463
H -1.33125 2.60860 0.78835 0.490
O -0.26425 -0.68740 3.37435 -0.994
H -0.83825 0.08760 3.55135 0.492
H -0.08425 -1.24140 4.13535 0.505
```

Net charge: +1
Gap between HOMO and LUMO: 11.557 eV
2S+1: 1

=====

5.
ORCA calculation (wB97M-V/def2-TZVPD) on a cluster of 6 separate species, H14NO5 in total.

```
20
Properties=species:S:1:pos:R:3:nbo_charge:R:1
N 0.48946 -0.84296 0.43138 -0.886
H -0.26227 -1.11071 -0.19106 0.423
H 0.49696 -1.46646 1.31070 0.470
H 0.41813 0.09826 0.72106 0.469
H 1.33597 -0.82903 -0.15481 0.474
H 2.49766 1.95362 -1.56581 0.473
H 2.90726 2.41244 -0.31272 0.480
O 2.52122 1.61769 -0.65575 -0.951
H -2.36672 -0.44780 2.88928 0.484
H -1.52470 -1.34081 3.72837 0.473
O -1.40069 -0.64423 3.10763 -0.954
H -1.13390 0.93606 -0.27430 0.474
H -1.45388 2.22430 0.42398 0.493
O -0.99902 1.41730 0.57886 -0.959
H 3.28412 -1.54323 -1.34252 0.503
H 2.07114 -2.26354 -1.86998 0.483
O 2.43640 -1.92955 -1.09908 -0.953
H -2.91770 -0.13654 -2.21703 0.483
H -3.46408 1.28128 -1.94691 0.488
O -2.93536 0.61392 -1.56129 -0.966
```

Net charge: +1
Gap between HOMO and LUMO: 11.581 eV
2S+1: 1

=====

6.
ORCA calculation (wB97M-V/def2-TZVPD) on a structure of composition H14NaO7.

```
22
Properties=species:S:1:pos:R:3:nbo_charge:R:1
Na 0.28080 -0.12334 -0.14873 0.833
O 1.97606 -0.46751 -0.09298 -0.957
H 2.39626 -0.52861 0.76489 0.506
H 2.67312 -0.17778 -0.68153 0.479
O 0.42405 0.21537 1.75017 -1.055
H -0.38322 0.71532 1.62940 0.435
H 0.67746 0.38427 2.65764 0.466
O 0.54267 1.57181 -0.49683 -0.953
H 0.25066 2.33803 -0.00299 0.493
H 1.06829 1.93253 -1.21087 0.487
O -1.17897 1.09988 1.08695 -0.893
H -1.76606 1.84989 1.18201 0.492
H -1.51970 0.62277 0.33032 0.430
O 0.18514 -2.02093 0.30849 -0.947
H 0.65626 -2.55807 0.94548 0.500
H 0.07210 -2.59277 -0.45074 0.473
O -1.63625 -0.02404 -0.48849 -0.863
H -2.04618 -0.38877 0.29582 0.531
H -2.16429 -0.35907 -1.21317 0.512
O -0.03166 -0.28020 -1.76022 -0.927
H 0.41457 -0.98668 -2.22710 0.491
H -0.89114 -0.22212 -2.17754 0.465
```

Net charge: +1
Gap between HOMO and LUMO: 9.816 eV
2S+1: 1

=====

7.
ORCA calculation (wB97M-V/def2-TZVPD) on a cluster of 7 separate species, H14O6S2 in total.

```
22
Properties=species:S:1:pos:R:3:nbo_charge:R:1
S -3.75382 -0.09479 -0.93665 -0.170
S -3.03313 0.95364 -2.61905 -0.135
H -2.56198 0.32837 -0.35111 0.195
H -4.17787 0.98046 -3.02939 0.103
O 5.95107 -0.49953 1.25686 -0.947
H 5.44316 -0.07158 0.52605 0.486
H 6.07098 -1.40379 0.89485 0.460
O 0.39967 -0.48364 5.65213 -0.976
H -0.42372 -0.83589 5.90676 0.489
H 1.20073 -0.75050 6.09124 0.489
O 1.19357 -1.57896 2.51806 -0.988
H 2.07507 -2.02009 2.54703 0.487
H 1.08080 -0.84073 3.18296 0.501
O 4.59094 -0.06870 -1.59196 -0.940
H 4.28589 0.21381 -2.48440 0.476
H 4.30646 -0.98994 -1.66984 0.465
O 0.46372 0.85926 -2.88788 -0.960
H 0.91853 0.28636 -3.59450 0.469
H -0.56342 0.66633 -2.95211 0.485
O -1.10363 0.50472 1.20606 -0.948
H -0.44522 1.14168 1.39134 0.473
H -0.58092 -0.31125 1.20621 0.488
```

Net charge: 0
Gap between HOMO and LUMO: 8.648 eV
2S+1: 1
SMILES: SS.O.O.O.O.O.O

=====

8.
ORCA calculation (wB97M-V/def2-TZVPD) on a cluster of 7 separate species, H14O7 in total.

```
21
Properties=species:S:1:pos:R:3:nbo_charge:R:1
O 0.32135 0.92385 -0.50412 -0.942
H -0.17950 0.65435 -1.35812 0.460
H 0.24914 1.85463 -0.37397 0.478
O 1.12071 3.23358 -1.32984 -0.959
H 1.45760 4.07128 -1.64064 0.478
H 1.20484 2.60584 -2.07314 0.485
O 2.03346 -1.26368 0.23351 -0.939
H 2.46789 -1.77384 -0.36197 0.464
H 1.92612 -1.73280 1.09008 0.477
O -4.36993 -0.28931 0.86770 -0.928
H -4.27681 0.54245 1.16886 0.454
H -3.48432 -0.73862 0.95636 0.474
O -2.74581 -2.38966 -1.84700 -0.952
H -3.31010 -1.62503 -2.14529 0.478
H -2.26740 -2.13168 -1.02523 0.474
O 4.58111 -1.61064 0.58567 -0.951
H 4.38766 -0.76417 0.28758 0.480
H 5.51709 -1.81659 0.45974 0.469
O -1.07267 1.10682 2.10904 -0.948
H -2.07732 1.25811 2.14100 0.467
H -0.56070 1.90840 1.95509 0.481
```

Net charge: 0
Gap between HOMO and LUMO: 10.858 eV
2S+1: 1
SMILES: O.O.O.O.O.O.O

=====

Table of ΔE to the lowest compared entry with this formula, charge and spin (eV), in record order: 1.500; 0.000; 2.478; 2.657; 1.659; 13.375; 2.298; 3.312
Table of maximum force (eV/Å), in record order: 2.607; 1.019; 7.694; 5.114; 2.891; 12.198; 4.573; 5.612